{
  "formula": "C6H14O",
  "method": "ωB97M-V/def2-TZVPD",
  "fmax_ha_per_bohr": 0.04012,
  "relative_energy_kj_mol": 181.7,
  "gap_ev": 9.918,
  "smiles": "C=C(CC)CC.O",
  "mol_weight_g_mol": 102.2,
  "total_energy_ev": -8495.00958,
  "e_homo_ev": -9.22,
  "elements": ["C", "C", "C", "C", "C", "C", "H", "H", "H", "H", "H", "H", "H", "H", "H", "H", "H", "H", "H", "H", "O"],
  "positions_angstrom": [[1.658, 1.357, -0.863], [2.146, -0.069, -0.474], [1.083, -1.080, -0.235], [1.323, -2.175, 0.477], [-0.147, -1.080, -1.124], [-1.459, -1.240, -0.363], [2.472, 2.051, -0.697], [0.733, 1.526, -0.325], [1.490, 1.501, -1.943], [2.745, -0.403, -1.321], [2.706, 0.060, 0.450], [2.158, -2.441, 1.132], [0.658, -2.997, 0.724], [-0.096, -1.943, -1.792], [-0.345, -0.214, -1.762], [-2.377, -1.572, -0.896], [-1.875, -0.264, -0.062], [-1.473, -1.991, 0.418], [-4.162, 3.613, 3.595], [-3.202, 3.489, 2.373], [-4.034, 3.872, 2.687]],
  "lowdin_charge": [-0.1042, -0.2169, -0.3317, 0.0307, -0.2191, -0.1245, 0.0618, 0.0687, 0.0708, 0.1167, 0.1085, 0.0644, 0.0582, 0.1122, 0.1017, 0.0744, 0.0705, 0.0580, 0.0223, 0.0372, -0.0597]
}

---

{
  "formula": "C6H14O",
  "method": "ωB97M-V/def2-TZVPD",
  "fmax_ha_per_bohr": 0.00985,
  "relative_energy_kj_mol": 127.7,
  "gap_ev": 10.592,
  "smiles": "CC(=O)CC(C)C.[H][H]",
  "mol_weight_g_mol": 102.2,
  "total_energy_ev": -8495.56897,
  "e_homo_ev": -9.59,
  "elements": ["C", "C", "C", "C", "C", "C", "O", "H", "H", "H", "H", "H", "H", "H", "H", "H", "H", "H", "H", "H", "H"],
  "positions_angstrom": [[-1.569, -0.496, -1.144], [-1.061, -0.310, 0.292], [-2.182, 0.267, 1.158], [0.175, 0.606, 0.373], [1.525, -0.082, 0.479], [2.710, 0.645, -0.122], [1.661, -1.108, 1.113], [-2.427, -1.178, -1.165], [-0.809, -0.907, -1.815], [-1.906, 0.462, -1.562], [-0.766, -1.286, 0.697], [-3.087, -0.348, 1.106], [-2.445, 1.278, 0.818], [-1.874, 0.335, 2.207], [0.150, 1.163, 1.321], [0.166, 1.360, -0.425], [1.311, -1.241, -1.594], [3.018, 1.405, 0.605], [2.464, 1.162, -1.056], [3.544, -0.043, -0.281], [1.403, -1.685, -1.005]],
  "lowdin_charge": [-0.0870, -0.4275, -0.0896, -0.1242, -0.5339, -0.0365, 0.0294, 0.0787, 0.0450, 0.0813, 0.1301, 0.0769, 0.0831, 0.0793, 0.1304, 0.1211, 0.0890, 0.0921, 0.0790, 0.0853, 0.0980]
}

---

{
  "formula": "C6H14O",
  "method": "ωB97M-V/def2-TZVPD",
  "fmax_ha_per_bohr": 0.08219,
  "relative_energy_kj_mol": 253.6,
  "gap_ev": 9.690,
  "smiles": "C=C(C)CCC.O",
  "mol_weight_g_mol": 102.2,
  "total_energy_ev": -8494.26364,
  "e_homo_ev": -8.93,
  "elements": ["C", "C", "C", "C", "C", "C", "H", "H", "H", "H", "H", "H", "H", "H", "H", "H", "H", "H", "H", "H", "O"],
  "positions_angstrom": [[-1.139, 1.891, 1.613], [-0.986, 0.390, 1.243], [0.430, -0.035, 0.770], [0.827, 0.403, -0.584], [2.149, 0.541, -0.791], [-0.089, 0.782, -1.767], [-2.233, 2.027, 1.772], [-0.590, 2.187, 2.535], [-0.778, 2.552, 0.771], [-1.866, 0.365, 0.374], [-1.276, -0.510, 1.909], [0.303, -1.143, 0.650], [1.235, 0.051, 1.612], [2.410, 0.688, -1.946], [2.894, 0.145, -0.148], [-0.216, -0.036, -2.506], [0.369, 1.682, -2.327], [-1.086, 0.990, -1.381], [-1.308, -3.826, -0.220], [-0.155, -2.989, 0.205], [-0.607, -3.251, -0.526]],
  "lowdin_charge": [-0.1303, -0.2788, -0.2215, -0.3839, 0.0041, -0.0660, 0.0692, 0.0691, 0.0860, 0.1384, 0.1177, 0.0841, 0.1546, 0.1041, 0.0377, 0.0827, 0.1036, 0.0402, 0.0429, -0.0466, -0.0071]
}

---

{
  "formula": "C6H14O",
  "method": "ωB97M-V/def2-TZVPD",
  "fmax_ha_per_bohr": 0.07371,
  "relative_energy_kj_mol": 597.4,
  "gap_ev": 6.256,
  "mol_weight_g_mol": 102.2,
  "total_energy_ev": -8490.70069,
  "e_homo_ev": -7.75,
  "elements": ["C", "O", "C", "C", "C", "C", "C", "H", "H", "H", "H", "H", "H", "H", "H", "H", "H", "H", "H", "H", "H"],
  "positions_angstrom": [[0.320, 0.427, -1.838], [-0.040, 0.737, -2.957], [-0.452, 0.451, -0.637], [0.077, 0.059, 0.625], [-0.036, 1.123, 1.703], [-0.269, -1.353, 1.087], [0.566, -1.899, 2.233], [-1.440, 0.873, -0.694], [1.376, 0.116, -1.683], [-2.495, 2.543, -4.393], [2.190, -0.210, 0.389], [-2.944, 1.964, -4.499], [1.381, -0.125, 0.308], [-1.084, 1.307, 1.924], [0.501, 0.853, 2.608], [0.370, 2.052, 1.332], [-1.333, -1.322, 1.332], [-0.162, -2.000, 0.210], [1.619, -2.008, 1.967], [0.508, -1.256, 3.113], [0.191, -2.869, 2.529]],
  "lowdin_charge": [-0.3473, -0.0208, -0.0652, -0.4170, -0.0431, -0.2117, -0.1017, 0.1227, 0.0992, 0.0069, 0.2026, 0.0066, 0.0519, 0.0973, 0.0734, 0.0829, 0.1316, 0.1236, 0.0699, 0.0663, 0.0718]
}

---

{
  "formula": "C6H14O",
  "method": "ωB97M-V/def2-TZVPD",
  "fmax_ha_per_bohr": 0.05470,
  "relative_energy_kj_mol": 158.2,
  "gap_ev": 9.888,
  "smiles": "C=C(C)CCC.O",
  "mol_weight_g_mol": 102.2,
  "total_energy_ev": -8495.25260,
  "e_homo_ev": -9.10,
  "elements": ["C", "C", "C", "C", "C", "C", "H", "H", "H", "H", "H", "H", "H", "H", "H", "H", "H", "H", "H", "H", "O"],
  "positions_angstrom": [[-0.010, -0.770, -2.992], [-0.271, 0.316, -1.999], [0.942, 0.498, -1.069], [0.586, 0.516, 0.435], [1.316, 1.321, 1.209], [-0.459, -0.382, 0.896], [-0.560, -0.619, -3.949], [-0.217, -1.776, -2.630], [0.997, -0.942, -3.378], [-0.473, 1.282, -2.481], [-1.243, 0.154, -1.476], [1.665, -0.365, -1.170], [1.454, 1.403, -1.343], [1.114, 1.597, 2.239], [2.222, 1.779, 0.860], [-0.454, -1.417, 0.534], [-0.574, -0.497, 1.969], [-1.472, -0.084, 0.573], [-2.296, -0.452, 4.731], [-0.900, -0.942, 4.139], [-1.368, -0.619, 4.903]],
  "lowdin_charge": [-0.1415, -0.2679, -0.1679, -0.3671, 0.0372, -0.0840, 0.0791, 0.0701, 0.0686, 0.1067, 0.1020, 0.1315, 0.0987, 0.0594, 0.0528, 0.0962, 0.0546, 0.0834, 0.0339, 0.0038, -0.0493]
}

---

{
  "formula": "C6H14O",
  "method": "ωB97M-V/def2-TZVPD",
  "fmax_ha_per_bohr": 0.01116,
  "relative_energy_kj_mol": 484.0,
  "gap_ev": [7.725, 7.697],
  "mol_weight_g_mol": 102.2,
  "total_energy_ev": -8491.87588,
  "e_homo_ev": [-8.55, -8.53],
  "elements": ["C", "O", "C", "C", "C", "C", "C", "H", "H", "H", "H", "H", "H", "H", "H", "H", "H", "H", "H", "H", "H"],
  "positions_angstrom": [[0.526, -1.008, 2.442], [-1.214, 0.037, 1.528], [-1.349, -0.147, 0.218], [0.006, 0.261, -0.687], [-0.331, -0.202, -2.102], [0.161, 1.777, -0.604], [1.143, -0.453, -0.066], [1.555, -1.405, 2.477], [-0.225, -1.785, 2.441], [0.374, -0.162, 3.100], [-2.115, 0.510, -0.253], [-1.604, -1.196, -0.045], [-0.397, -1.293, -2.148], [0.381, 0.133, -2.868], [-1.313, 0.200, -2.376], [0.244, 2.076, 0.444], [-0.727, 2.259, -1.027], [1.037, 2.169, -1.140], [0.773, -0.615, 1.066], [2.041, 0.112, 0.172], [1.389, -1.427, -0.498]],
  "lowdin_charge": [0.1070, -0.2055, -0.3209, -0.5571, -0.0683, -0.0602, -0.0302, 0.0583, 0.0576, 0.0543, 0.1263, 0.1128, 0.0806, 0.0867, 0.0828, 0.0852, 0.0837, 0.0857, 0.0129, 0.1018, 0.1065]
}

---

{
  "formula": "C6H14O",
  "method": "ωB97M-V/def2-TZVPD",
  "fmax_ha_per_bohr": 0.04256,
  "relative_energy_kj_mol": 120.9,
  "gap_ev": 10.011,
  "smiles": "C/C=C/CCC.O",
  "mol_weight_g_mol": 102.2,
  "total_energy_ev": -8495.63903,
  "e_homo_ev": -9.21,
  "elements": ["C", "C", "C", "C", "C", "C", "H", "H", "H", "H", "H", "H", "H", "H", "H", "H", "H", "H", "H", "H", "O"],
  "positions_angstrom": [[-1.159, 1.783, 0.914], [-0.720, 1.059, 2.166], [-0.985, -0.486, 2.119], [-0.237, -1.067, 0.940], [-0.795, -1.808, -0.005], [0.043, -2.280, -1.178], [-0.638, 1.436, 0.014], [-0.951, 2.843, 1.048], [-2.183, 1.633, 0.584], [-1.165, 1.476, 3.074], [0.345, 1.030, 2.377], [-2.053, -0.704, 2.001], [-0.722, -0.973, 3.062], [0.761, -0.644, 0.861], [-1.788, -2.236, -0.001], [-0.103, -3.325, -1.454], [1.111, -2.206, -0.949], [-0.078, -1.685, -2.087], [3.707, 2.546, -5.125], [3.745, 1.890, -3.699], [3.865, 1.720, -4.661]],
  "lowdin_charge": [-0.1158, -0.2629, -0.2176, -0.1565, -0.1540, -0.1174, 0.0674, 0.0673, 0.0744, 0.1003, 0.0951, 0.1043, 0.1035, 0.1129, 0.1006, 0.0644, 0.0665, 0.0673, 0.0259, 0.0506, -0.0766]
}

---

{
  "formula": "C6H14O",
  "method": "ωB97M-V/def2-TZVPD",
  "fmax_ha_per_bohr": 0.00720,
  "relative_energy_kj_mol": 45.2,
  "gap_ev": 11.206,
  "smiles": "CCCCCCO",
  "mol_weight_g_mol": 102.2,
  "total_energy_ev": -8496.42364,
  "e_homo_ev": -10.17,
  "elements": ["C", "C", "C", "C", "C", "C", "O", "H", "H", "H", "H", "H", "H", "H", "H", "H", "H", "H", "H", "H", "H"],
  "positions_angstrom": [[3.236, -0.564, 0.921], [2.204, -0.256, -0.164], [0.814, -0.009, 0.422], [-0.299, 0.276, -0.588], [-1.665, 0.336, 0.103], [-2.860, 0.380, -0.856], [-3.934, -0.458, -0.443], [4.227, -0.760, 0.498], [2.941, -1.444, 1.505], [3.334, 0.274, 1.622], [2.533, 0.613, -0.749], [2.155, -1.099, -0.867], [0.525, -0.895, 1.005], [0.868, 0.821, 1.141], [-0.306, -0.509, -1.360], [-0.108, 1.224, -1.112], [-1.795, -0.562, 0.725], [-1.681, 1.200, 0.783], [-3.203, 1.416, -0.993], [-2.566, 0.012, -1.844], [-4.419, 0.004, 0.251]],
  "lowdin_charge": [-0.1254, -0.2803, -0.2471, -0.2282, -0.2021, -0.2743, -0.0768, 0.0673, 0.0715, 0.0710, 0.1079, 0.1074, 0.1146, 0.1171, 0.1161, 0.1186, 0.1152, 0.1136, 0.1158, 0.1136, 0.0844]
}

---

{
  "formula": "C6H14O",
  "method": "ωB97M-V/def2-TZVPD",
  "fmax_ha_per_bohr": 0.00644,
  "relative_energy_kj_mol": 23.3,
  "gap_ev": 11.193,
  "smiles": "CC(C)C[C@@H](C)O",
  "mol_weight_g_mol": 102.2,
  "total_energy_ev": -8496.65051,
  "e_homo_ev": -10.23,
  "elements": ["C", "C", "C", "C", "C", "C", "O", "H", "H", "H", "H", "H", "H", "H", "H", "H", "H", "H", "H", "H", "H"],
  "positions_angstrom": [[-0.645, 1.439, -1.148], [0.682, 0.885, -0.625], [1.651, 0.619, -1.782], [0.549, -0.396, 0.226], [-0.774, -0.618, 0.943], [-0.741, -1.891, 1.785], [-1.013, 0.518, 1.764], [-0.466, 2.323, -1.772], [-1.288, 1.735, -0.315], [-1.183, 0.705, -1.762], [1.118, 1.658, 0.020], [1.891, 1.539, -2.326], [1.209, -0.085, -2.502], [2.591, 0.180, -1.427], [1.347, -0.409, 0.981], [0.713, -1.266, -0.421], [-1.571, -0.708, 0.187], [-0.012, -1.772, 2.594], [-0.455, -2.759, 1.182], [-1.719, -2.103, 2.233], [-1.883, 0.405, 2.165]],
  "lowdin_charge": [-0.0854, -0.4216, -0.0952, -0.1486, -0.4673, -0.0556, -0.0430, 0.0777, 0.0688, 0.0823, 0.1328, 0.0743, 0.0812, 0.0766, 0.1276, 0.1189, 0.1372, 0.0851, 0.0809, 0.0771, 0.0960]
}

---

{
  "formula": "C6H14O2",
  "method": "ωB97M-V/def2-TZVPD",
  "fmax_ha_per_bohr": 0.03983,
  "s_squared": 0.750,
  "relative_energy_kj_mol": 157.6,
  "spin_multiplicity": 2,
  "gap_ev": [1.478, 8.994],
  "mol_weight_g_mol": 118.2,
  "total_energy_ev": -10540.83579,
  "total_charge": -1,
  "e_homo_ev": [1.33, -6.19],
  "elements": ["C", "C", "C", "C", "C", "C", "H", "H", "H", "H", "H", "H", "H", "H", "H", "H", "H", "H", "O", "H", "H", "O"],
  "positions_angstrom": [[-2.929, 0.070, -2.591], [-1.745, -0.471, -1.835], [-1.451, 0.039, -0.455], [-0.409, -0.406, 0.252], [-0.017, 0.288, 1.483], [0.953, 1.199, 1.402], [-3.810, 0.081, -1.909], [-3.253, -0.590, -3.398], [-2.894, 1.097, -2.972], [-0.839, -0.302, -2.436], [-1.696, -1.571, -1.891], [-2.063, 0.808, -0.009], [0.218, -1.174, -0.190], [-0.476, 0.118, 2.435], [1.532, 1.322, 0.491], [1.276, 1.863, 2.191], [5.592, 2.742, 0.282], [5.257, 3.761, -0.761], [5.594, 3.713, 0.160], [-1.010, -5.056, 1.453], [-1.522, -3.918, 2.355], [-0.880, -4.114, 1.685]],
  "lowdin_charge": [-0.1385, -0.2918, -0.1239, -0.1523, -0.2091, -0.0994, 0.0716, 0.0605, 0.0678, 0.0998, 0.1073, 0.1027, 0.1009, 0.0712, 0.0028, 0.0197, -0.0897, -0.0777, -0.4374, 0.0304, 0.0025, -0.1172]
}

---

{
  "formula": "C6H14O2",
  "method": "ωB97M-V/def2-TZVPD",
  "fmax_ha_per_bohr": 0.11298,
  "relative_energy_kj_mol": 1256.3,
  "gap_ev": 5.111,
  "mol_weight_g_mol": 118.2,
  "total_energy_ev": -10531.59585,
  "e_homo_ev": -7.80,
  "elements": ["C", "C", "C", "C", "O", "C", "C", "H", "H", "H", "H", "H", "H", "H", "H", "H", "H", "H", "H", "H", "H", "O"],
  "positions_angstrom": [[-1.060, -1.285, 1.708], [-0.133, -1.600, 0.505], [1.279, -0.999, 0.464], [-0.511, 0.539, -1.733], [-1.454, 1.073, -0.826], [1.032, 0.539, -1.588], [1.394, 0.256, -0.278], [-0.809, -2.062, 2.573], [-2.128, -1.507, 1.464], [-0.989, -0.261, 2.081], [-0.019, -2.662, 0.347], [-0.697, -1.283, -0.399], [1.765, -1.128, -0.670], [1.912, -1.274, 1.312], [0.120, -0.530, -1.866], [-0.939, 0.872, -2.685], [-0.908, 1.422, -0.078], [1.624, 1.123, -2.361], [1.073, -1.863, -1.854], [1.781, 1.128, 0.296], [-0.208, 2.478, 1.827], [-0.244, 1.533, 1.519]],
  "lowdin_charge": [-0.0956, -0.2563, -0.1246, -0.1325, 0.0282, -0.0333, -0.1742, 0.1049, 0.0784, 0.0261, 0.0920, 0.0713, 0.0718, 0.1403, 0.0859, 0.1404, 0.0342, 0.1878, 0.0579, 0.1468, -0.0439, -0.4055]
}

---

{
  "formula": "C6H14O2",
  "method": "ωB97M-V/def2-TZVPD",
  "fmax_ha_per_bohr": 0.05344,
  "relative_energy_kj_mol": 469.7,
  "gap_ev": [8.019, 8.019],
  "mol_weight_g_mol": 118.2,
  "total_energy_ev": -10539.74839,
  "e_homo_ev": [-7.37, -7.37],
  "elements": ["C", "C", "C", "C", "C", "C", "O", "O", "H", "H", "H", "H", "H", "H", "H", "H", "H", "H", "H", "H", "H", "H"],
  "positions_angstrom": [[-1.234, 0.577, 0.066], [-0.812, -0.635, -0.455], [0.873, 0.845, 0.058], [-0.415, -1.814, 0.368], [1.477, 0.495, 1.397], [1.729, 0.472, -1.134], [-2.822, -0.949, -0.336], [-1.665, 1.551, -0.771], [-2.255, 2.146, -0.292], [-3.234, -0.587, -1.133], [-1.457, 0.670, 1.122], [-0.670, -0.684, -1.527], [0.623, 1.904, 0.010], [-0.582, -1.641, 1.430], [0.630, -2.086, 0.203], [-1.046, -2.650, 0.070], [2.405, 1.063, 1.552], [1.957, -0.597, -1.157], [0.812, 0.737, 2.229], [1.743, -0.561, 1.470], [2.691, 1.001, -1.090], [1.253, 0.746, -2.078]],
  "lowdin_charge": [-0.2628, -0.1680, -0.2728, -0.0559, -0.1126, -0.1071, -0.2836, 0.0423, 0.1252, -0.0257, 0.1536, 0.1422, 0.1037, 0.0951, 0.0780, 0.0910, 0.0808, 0.0732, 0.0753, 0.0661, 0.0828, 0.0792]
}